C35H38I2N8O2S3Sm | the ωB97M-V functional and the def2-TZVPD basis

Expectation value of S²: 8.758
E_LUMO (alpha / beta) (eV): -2.68 / -2.67

```
! wB97M-V def2-TZVPD RIJCOSX def2/J DEFGRID3
* xyz 1 6
Sm -0.211 0.772 0.169
C 0.520 -1.492 3.111
C 0.261 -1.821 1.673
N -0.895 -1.484 1.194
N -1.368 -2.256 0.143
C -2.095 -1.798 -0.800
S -2.403 -0.142 -1.296
S -2.995 -2.938 -1.822
C -2.303 -4.564 -1.379
C -1.453 -5.142 -2.472
C -1.871 -6.248 -3.198
C -1.086 -6.758 -4.225
C 0.124 -6.159 -4.536
C 0.548 -5.049 -3.812
C -0.237 -4.544 -2.791
C 1.239 -2.544 0.844
C 1.833 -3.737 1.245
C 2.667 -4.435 0.388
C 2.914 -3.917 -0.880
C 2.365 -2.709 -1.278
C 1.533 -1.989 -0.420
O 1.051 -0.792 -0.770
H 0.217 -2.364 3.699
H -0.098 -0.655 3.441
H 1.571 -1.309 3.319
H -3.144 -5.216 -1.144
H -1.730 -4.394 -0.468
H -2.817 -6.719 -2.959
H -1.422 -7.622 -4.782
H 0.735 -6.552 -5.337
H 1.493 -4.577 -4.051
H 0.089 -3.677 -2.230
H 1.605 -4.138 2.226
H 3.103 -5.376 0.692
H 3.549 -4.461 -1.567
H 2.569 -2.303 -2.261
N 0.737 5.844 -0.583
C 0.838 4.528 -1.326
C 2.268 4.210 -1.721
C 2.296 2.791 -2.308
N 1.969 1.825 -1.250
C 1.320 2.685 -3.478
C -0.100 3.146 -3.155
N -0.756 2.204 -2.233
C -0.085 4.542 -2.528
H 1.531 5.973 0.046
H -0.121 5.849 0.004
H 0.701 6.645 -1.216
H 0.481 3.793 -0.607
H 2.934 4.260 -0.854
H 2.639 4.918 -2.470
H 3.304 2.612 -2.698
H 2.689 1.849 -0.532
H 1.994 0.876 -1.627
H 1.296 1.657 -3.850
H 1.705 3.301 -4.294
H -0.660 3.204 -4.093
H -0.837 1.304 -2.705
H -1.720 2.491 -2.072
H -1.101 4.822 -2.235
H 0.265 5.268 -3.271
I -1.918 5.502 1.823
C -0.473 4.309 2.724
C -0.038 4.620 4.029
C 0.960 3.897 4.617
I 1.590 4.432 6.524
C 1.568 2.825 3.906
C 2.688 2.089 4.364
C 3.241 1.114 3.584
C 2.643 0.808 2.350
N 1.588 1.446 1.899
C 1.077 2.481 2.632
C 0.023 3.245 2.004
O -0.359 2.942 0.794
H -0.499 5.440 4.560
H 3.111 2.321 5.332
H 4.110 0.561 3.911
H 3.024 -0.002 1.734
S -2.207 1.183 2.553
C -3.505 0.110 2.616
N -3.951 -0.476 1.470
C -4.909 -1.417 1.439
C -5.521 -1.772 2.600
C -5.093 -1.086 3.752
N -4.132 -0.193 3.776
H -3.468 -0.217 0.598
H -5.134 -1.836 0.466
H -6.290 -2.526 2.631
H -5.571 -1.287 4.705
*
```